1.
{
  "formula": "C9H21ClN3O7",
  "method": "ωB97M-V with the def2-TZVPD basis set",
  "lumo_energy_ev": 2.80,
  "charge": -1,
  "e_homo_ev": -6.754,
  "homo_lumo_gap_ha": 0.351,
  "relative_energy_kj_mol": 0.0,
  "symbols": ["Cl", "O", "O", "O", "O", "C", "C", "O", "N", "C", "H", "H", "H", "H", "H", "H", "H", "C", "C", "O", "N", "C", "H", "H", "H", "H", "H", "H", "H", "C", "C", "O", "N", "C", "H", "H", "H", "H", "H", "H", "H"],
  "xyz": [[-7.22, -7.53, -11.84], [-6.79, -8.02, -10.57], [-6.16, -7.65, -12.86], [-8.22, -8.44, -12.23], [-7.67, -6.15, -11.71], [-8.95, -2.19, -11.04], [-7.72, -1.83, -11.80], [-7.20, -0.72, -11.76], [-7.04, -2.86, -12.29], [-5.60, -2.85, -12.75], [-8.91, -3.28, -11.04], [-9.82, -1.85, -11.60], [-8.92, -1.73, -10.05], [-7.61, -3.68, -12.13], [-5.55, -3.53, -13.60], [-4.98, -3.36, -12.01], [-5.15, -1.86, -12.85], [-6.58, -11.52, -10.03], [-5.38, -11.67, -10.94], [-4.93, -12.78, -11.16], [-4.66, -10.60, -11.25], [-3.78, -10.40, -12.39], [-7.14, -12.45, -9.95], [-7.23, -10.76, -10.44], [-6.05, -11.28, -9.11], [-5.04, -9.77, -10.83], [-3.59, -9.33, -12.46], [-4.26, -10.86, -13.25], [-2.84, -10.95, -12.33], [-1.67, -6.93, -12.31], [-1.52, -6.53, -10.81], [-0.41, -6.59, -10.32], [-2.55, -6.26, -10.05], [-3.96, -6.38, -10.45], [-1.11, -7.84, -12.51], [-1.39, -6.08, -12.94], [-2.68, -7.14, -12.65], [-2.40, -6.10, -9.07], [-4.26, -7.38, -10.14], [-4.20, -6.32, -11.51], [-4.48, -5.59, -9.91]]
}



2.
{
  "formula": "C9H21ClNP",
  "method": "ωB97M-V with the def2-TZVPD basis set",
  "lumo_energy_ev": 0.73,
  "smiles": "C=[P@](Cl)(N(CC)CC)C(C)(C)C",
  "charge": 0,
  "e_homo_ev": -7.639,
  "homo_lumo_gap_ha": 0.308,
  "symbols": ["C", "P", "Cl", "N", "C", "C", "C", "C", "C", "C", "C", "C", "H", "H", "H", "H", "H", "H", "H", "H", "H", "H", "H", "H", "H", "H", "H", "H", "H", "H", "H", "H", "H"],
  "xyz": [[0.14, 2.48, -1.04], [-0.32, 1.20, 0.02], [-0.54, 1.93, 1.81], [1.05, 0.38, 0.18], [2.00, 0.04, -0.95], [3.34, 0.61, -0.55], [1.29, -0.41, 1.42], [1.62, -1.89, 1.09], [-1.82, -0.09, -0.03], [-2.56, -0.59, 1.20], [-2.83, 0.91, -0.70], [-1.41, -1.37, -0.89], [0.26, 2.16, -2.10], [-0.76, 3.12, -1.02], [1.54, 0.59, -1.89], [2.03, -0.95, -1.19], [4.01, 0.62, -1.44], [3.31, 1.71, -0.25], [3.77, 0.08, 0.26], [0.41, -0.14, 2.15], [2.17, 0.00, 2.13], [1.49, -2.49, 2.02], [0.75, -2.31, 0.43], [2.61, -1.93, 0.66], [-2.04, -1.44, 1.80], [-2.89, 0.16, 1.87], [-3.50, -1.09, 0.89], [-2.34, 1.27, -1.67], [-2.97, 1.85, -0.11], [-3.73, 0.50, -0.90], [-1.42, -2.33, -0.33], [-2.18, -1.36, -1.61], [-0.49, -1.21, -1.27]]
}



3.
{
  "formula": "C9H21F2HgN2O11S2",
  "method": "ωB97M-V with the def2-TZVPD basis set",
  "lumo_energy_ev": 2.27,
  "charge": -1,
  "e_homo_ev": -3.705,
  "homo_lumo_gap_ha": 0.220,
  "relative_energy_kj_mol": 0.0,
  "symbols": ["Hg", "N", "S", "O", "O", "F", "S", "O", "O", "F", "C", "O", "O", "O", "C", "C", "O", "O", "H", "H", "H", "H", "H", "H", "C", "O", "C", "C", "N", "C", "C", "O", "C", "H", "H", "H", "H", "H", "H", "H", "H", "H", "H", "H", "H", "H", "H", "H"],
  "xyz": [[3.85, -12.24, 13.97], [3.26, -13.93, 12.61], [3.73, -15.46, 12.76], [4.78, -15.88, 11.90], [2.64, -16.37, 12.97], [4.32, -15.32, 14.22], [2.43, -13.91, 11.19], [1.03, -13.61, 11.34], [2.83, -14.78, 10.15], [3.02, -12.50, 10.71], [6.53, -12.03, 14.59], [7.69, -11.68, 14.87], [5.76, -12.79, 15.30], [5.95, -11.53, 13.49], [1.44, -10.30, 12.40], [2.70, -9.48, 12.43], [3.75, -10.41, 12.46], [1.48, -11.18, 13.55], [1.41, -10.93, 11.51], [0.53, -9.69, 12.37], [2.66, -8.83, 13.32], [2.69, -8.87, 11.52], [4.62, -10.01, 12.55], [0.64, -11.65, 13.54], [4.94, -9.30, 15.55], [3.90, -10.24, 15.57], [3.41, -10.52, 16.85], [2.31, -11.54, 16.71], [2.83, -12.77, 16.07], [1.77, -13.80, 15.92], [1.17, -14.29, 17.22], [2.19, -14.59, 18.11], [1.75, -15.41, 19.16], [5.90, -9.76, 15.83], [4.82, -8.50, 16.30], [5.05, -8.84, 14.58], [3.08, -9.60, 17.36], [4.19, -10.89, 17.53], [1.43, -11.16, 16.20], [1.94, -11.84, 17.70], [3.51, -13.22, 16.68], [2.20, -14.63, 15.36], [1.04, -13.38, 15.22], [0.55, -15.16, 16.98], [0.48, -13.54, 17.62], [1.23, -16.30, 18.79], [1.05, -14.86, 19.79], [2.62, -15.71, 19.74]]
}



4.
{
  "formula": "C9H21INOP2SeTc",
  "method": "ωB97M-V with the def2-TZVPD basis set",
  "lumo_energy_ev": [-13.64, -14.00],
  "charge": 3,
  "e_homo_ev": [-19.884, -19.630],
  "homo_lumo_gap_ha": [0.230, 0.207],
  "spin_multiplicity": 4,
  "symbols": ["C", "I", "H", "H", "H", "Tc", "P", "C", "C", "H", "H", "H", "H", "H", "H", "C", "H", "H", "H", "P", "C", "C", "H", "H", "H", "C", "H", "H", "H", "H", "H", "H", "C", "O", "Se", "C", "N"],
  "xyz": [[-0.40, -0.36, -2.17], [0.26, -3.32, 0.02], [-0.62, 0.68, -2.42], [-1.26, -1.03, -2.38], [0.47, -0.74, -2.70], [0.04, -0.76, 0.24], [-2.22, -0.07, 0.22], [-3.22, -1.51, 0.74], [-2.81, 1.18, 1.43], [-3.82, 0.92, 1.77], [-4.23, 0.48, -1.08], [-2.83, 2.16, 0.94], [-2.91, 1.65, -1.33], [-2.74, -1.99, 1.60], [-2.13, 1.23, 2.29], [-3.15, 0.58, -1.23], [-4.23, -1.18, 1.03], [-2.87, 0.08, -2.16], [-3.28, -2.24, -0.08], [2.22, -0.02, -0.43], [3.43, -1.36, -0.07], [2.68, 0.49, -2.14], [2.84, 2.31, -0.12], [4.15, 1.23, 0.45], [2.69, 1.49, 1.44], [3.06, 1.39, 0.43], [2.31, 1.51, -2.31], [3.77, 0.50, -2.27], [4.45, -0.97, -0.14], [3.28, -2.18, -0.77], [2.25, -0.18, -2.88], [3.25, -1.73, 0.94], [0.09, -1.51, 2.03], [0.17, -1.94, 3.12], [0.62, 2.65, 3.92], [0.40, 1.60, 2.54], [0.26, 0.97, 1.54]]
}



5.
{
  "formula": "C9H21N2O",
  "method": "ωB97M-V with the def2-TZVPD basis set",
  "lumo_energy_ev": -2.86,
  "charge": 1,
  "e_homo_ev": -13.609,
  "homo_lumo_gap_ha": 0.395,
  "relative_energy_kj_mol": 117.7,
  "symbols": ["C", "C", "C", "C", "C", "C", "C", "C", "C", "N", "N", "O", "H", "H", "H", "H", "H", "H", "H", "H", "H", "H", "H", "H", "H", "H", "H", "H", "H", "H", "H", "H", "H"],
  "xyz": [[-2.40, 1.40, 0.32], [0.15, 3.16, 0.15], [-0.29, -1.06, 2.34], [1.97, -0.36, 1.29], [-0.54, -1.34, -2.19], [1.33, -2.83, -1.43], [-0.53, 2.22, -0.88], [0.83, -1.35, 1.26], [0.27, -1.82, -1.10], [-1.23, 1.13, -0.13], [0.08, -1.26, -0.01], [-3.01, 2.53, 0.41], [0.18, 2.58, 1.04], [1.17, 3.42, -0.17], [-0.44, 4.08, 0.32], [0.32, -1.20, 3.29], [-0.49, -0.02, 2.22], [-1.09, -1.85, 2.23], [2.68, -0.45, 0.53], [2.62, -0.49, 2.29], [1.54, 0.72, 1.22], [0.06, -0.96, -3.13], [-1.27, -1.99, -2.54], [-1.07, -0.48, -1.93], [2.03, -3.00, -0.65], [1.91, -2.45, -2.42], [0.69, -3.75, -1.57], [-1.01, 2.64, -1.78], [0.25, 1.66, -1.40], [1.24, -2.42, 1.34], [-2.81, 0.55, 0.77], [-0.56, -0.42, 0.10], [-2.60, 3.39, 0.22]]
}



6.
{
  "formula": "C9H21N3O5P",
  "method": "ωB97M-V with the def2-TZVPD basis set",
  "lumo_energy_ev": -4.15,
  "charge": 1,
  "e_homo_ev": -11.949,
  "homo_lumo_gap_ha": 0.287,
  "symbols": ["C", "C", "C", "O", "C", "N", "C", "N", "N", "P", "C", "O", "H", "H", "H", "H", "H", "H", "H", "H", "H", "H", "H", "H", "H", "H", "H", "H", "H", "C", "C", "O", "C", "O", "O", "H", "H", "H", "H"],
  "xyz": [[-1.37, -0.32, -3.53], [-0.04, 0.53, -3.69], [1.17, -0.29, -4.33], [2.11, -0.80, -3.38], [1.64, -1.99, -2.75], [2.31, -2.31, -1.49], [1.85, -1.51, -0.39], [1.23, -2.05, 0.79], [2.03, -0.21, -0.40], [1.46, 0.84, 0.96], [2.08, 2.55, 0.49], [-0.23, 0.83, 0.97], [-2.22, 0.03, -4.18], [-1.15, -1.38, -3.87], [-1.72, -0.30, -2.46], [-0.27, 1.37, -4.40], [0.29, 1.02, -2.73], [0.78, -1.13, -4.99], [1.70, 0.43, -5.02], [1.86, -2.85, -3.46], [0.52, -2.01, -2.61], [3.33, -2.35, -1.57], [1.76, -2.88, 1.09], [0.24, -2.26, 0.63], [2.50, 0.26, -1.18], [3.20, 2.57, 0.34], [1.78, 3.25, 1.32], [1.59, 2.84, -0.48], [-0.50, 1.23, 1.83], [-2.78, 0.59, 5.82], [-3.47, 0.02, 4.62], [-3.15, 0.96, 3.60], [-2.01, 1.60, 3.98], [-1.38, 2.34, 3.27], [-1.68, 1.30, 5.26], [-2.43, -0.18, 6.51], [-3.41, 1.29, 6.37], [-3.07, -0.96, 4.33], [-4.54, -0.07, 4.75]]
}



7.
{
  "formula": "C9H21N4",
  "method": "ωB97M-V with the def2-TZVPD basis set",
  "lumo_energy_ev": -3.32,
  "charge": 1,
  "e_homo_ev": -12.744,
  "homo_lumo_gap_ha": 0.346,
  "relative_energy_kj_mol": 392.1,
  "symbols": ["C", "C", "C", "C", "C", "C", "C", "C", "C", "N", "N", "N", "N", "H", "H", "H", "H", "H", "H", "H", "H", "H", "H", "H", "H", "H", "H", "H", "H", "H", "H", "H", "H", "H"],
  "xyz": [[2.72, 0.89, -0.05], [1.59, 0.78, -0.97], [2.32, 0.67, 1.35], [0.87, -0.61, -0.88], [1.46, -0.63, 1.45], [0.23, -0.70, 0.52], [-0.44, -2.09, 0.61], [-0.55, 0.56, 0.53], [-1.62, -2.32, -0.40], [-2.76, 0.24, -0.37], [-1.46, 3.19, -0.72], [-1.74, 0.81, 0.05], [-2.80, -1.59, -0.20], [3.53, 0.18, -0.34], [3.24, 1.82, -0.31], [0.95, 1.60, -0.76], [1.93, 0.95, -2.00], [3.16, 0.47, 1.93], [1.83, 1.48, 1.73], [0.02, -0.54, -1.68], [1.73, -1.34, -1.02], [2.04, -1.55, 1.16], [1.08, -0.75, 2.47], [-0.73, -2.28, 1.71], [0.26, -2.94, 0.34], [-3.59, -2.07, -0.61], [-0.03, 1.50, 0.84], [-1.17, -1.98, -1.31], [-1.64, -3.38, -0.49], [-3.01, 0.43, -1.37], [-0.54, 3.46, -0.72], [-1.81, 3.60, 0.20], [-2.00, 3.61, -1.49], [-3.06, -1.47, 0.80]]
}